1.
Computed, not measured: C18H13Co2NO6S2 as an isolated structure, with ωB97M-V with the def2-TZVPD basis set.

Atoms and positions in Å:
C 0.72 1.29 4.10
N 0.70 2.49 3.27
C 1.40 3.65 3.82
C 0.41 2.44 1.95
S -0.35 0.95 1.41
S 0.62 3.70 0.89
H -0.18 0.69 3.93
H 1.60 0.67 3.90
H 0.74 1.63 5.14
H 0.93 4.57 3.46
H 1.33 3.57 4.91
H 2.46 3.65 3.51
O -3.73 1.89 0.15
C -3.10 1.26 -0.58
Co -2.13 0.23 -1.63
C -2.27 -1.27 -0.74
O -2.39 -2.26 -0.16
C -3.35 -0.17 -3.00
O -4.50 -0.21 -3.24
C -0.61 0.66 -2.51
C -0.42 0.44 -1.20
C 0.59 0.52 -0.14
C 1.25 -0.81 0.24
C 2.12 -0.86 1.34
C 2.44 -2.08 1.92
C 1.99 -3.27 1.33
C 1.26 -3.23 0.14
C 0.91 -1.99 -0.42
Co -1.57 -0.57 -3.90
C -2.40 -0.66 -5.46
O -2.95 -0.74 -6.47
C -1.37 -2.27 -3.50
O -1.19 -3.40 -3.34
C -0.10 -0.48 -4.86
O 0.88 -0.41 -5.48
H -0.13 1.43 -3.12
H 1.31 1.34 -0.32
H 2.52 0.07 1.75
H 3.06 -2.11 2.83
H 2.23 -4.23 1.78
H 0.95 -4.15 -0.37
H 0.33 -1.95 -1.35

Charge: -2
ΔE to the lowest compared entry with this formula, charge and spin: 2.091 eV
Spin multiplicity: 1
LUMO: 4.3 eV

***

2.
Computed, not measured: C18H13CoN4O2S as an isolated structure, with ωB97M-V with the def2-TZVPD basis set.

Atoms and positions in Å:
Co 6.40 5.05 10.30
O 3.78 2.60 8.45
C 4.34 3.58 8.95
O 5.56 3.49 9.57
C 3.82 4.94 9.01
C 2.83 5.46 8.25
C 2.32 6.74 8.63
C 2.89 7.40 9.69
C 4.09 6.89 10.19
N 4.56 5.73 9.88
H 2.45 4.88 7.35
H 1.49 7.09 8.01
H 2.66 8.40 10.01
H 4.57 7.49 10.94
N 8.15 7.49 13.08
C 8.25 8.91 12.72
C 8.49 9.89 13.69
C 8.36 11.24 13.33
C 7.93 11.57 12.05
C 7.70 10.62 11.13
C 7.95 9.23 11.36
S 7.71 8.04 10.11
N 7.48 6.58 11.00
C 7.86 6.51 12.23
C 7.77 5.11 12.77
C 8.37 4.67 13.91
C 8.13 3.37 14.35
C 7.46 2.50 13.57
C 6.95 2.96 12.43
N 7.18 4.21 11.91
H 8.42 7.16 14.04
H 8.61 9.54 14.68
H 8.63 11.95 14.12
H 7.78 12.59 11.64
H 7.42 10.77 10.13
H 9.23 5.21 14.29
H 8.43 3.13 15.37
H 7.40 1.38 13.72
H 6.46 2.25 11.71

Charge: +2
Spin multiplicity: 5
LUMO (spin up / spin down): -7.8 / -10.4 eV
⟨S²⟩: 6.03

***

3.
Computed, not measured: a 2-piece molecular cluster, C18H13F6N2 overall, with ωB97M-V with the def2-TZVPD basis set.

Atoms and positions in Å:
F -5.43 2.98 1.54
C -5.36 1.84 0.83
F -6.14 0.90 1.40
F -5.75 2.06 -0.44
C -3.93 1.36 0.83
C -3.65 0.01 0.95
C -2.36 -0.44 0.93
C -1.28 0.46 0.81
C 0.03 -0.09 0.79
C 1.33 0.47 0.84
C 1.64 1.83 1.05
C 2.94 2.26 1.06
C 3.98 1.37 0.88
C 5.41 1.86 0.84
F 6.21 0.92 1.38
F 5.75 2.06 -0.45
F 5.51 3.01 1.53
C 3.71 0.03 0.70
C 2.42 -0.42 0.68
C -1.59 1.83 0.66
C -2.89 2.26 0.67
H -4.47 -0.68 1.05
H -2.16 -1.49 1.02
H 0.03 -1.16 0.71
H 0.87 2.54 1.26
H 3.18 3.30 1.22
H 4.54 -0.66 0.59
H 2.22 -1.47 0.54
H -0.82 2.56 0.47
H -3.14 3.30 0.55
N 0.02 -2.94 -1.55
C 0.46 -2.55 -2.72
N 0.19 -3.48 -3.70
C -0.46 -4.50 -3.07
C -0.55 -4.14 -1.75
H 0.98 -1.61 -2.89
H 0.43 -3.42 -4.69
H -0.82 -5.41 -3.54
H -1.01 -4.73 -0.96

Charge: +1
ΔE to the lowest compared entry with this formula, charge and spin: 0.807 eV
Spin multiplicity: 1
LUMO: -6.2 eV

***

For reference, max |F| by record: 6.78 5.73 1.43 eV/Å.